Below is a molecular structure, C49H43BrN5O6SSiTi, with properties calculated with ωB97M-V/def2-TZVPD.

Geometry as XYZ:
```
107
Properties=species:S:1:pos:R:3
Ti 0.87 -0.70 0.98
O 1.50 3.80 2.73
C 1.67 2.47 2.68
O 2.71 1.96 2.36
C 0.46 1.73 3.18
C -0.31 2.35 4.14
C -1.35 1.65 4.74
C -1.56 0.34 4.37
C -0.75 -0.21 3.39
N 0.25 0.46 2.79
C -0.91 -1.67 3.01
O -1.71 -2.37 3.58
O -0.08 -2.01 2.08
H 2.32 4.19 2.43
H -0.10 3.37 4.41
H -1.96 2.12 5.50
H -2.33 -0.29 4.80
C -2.81 4.85 -1.70
C -2.46 3.41 -2.04
N -1.02 3.16 -2.11
C -0.34 3.44 -3.38
C 0.38 4.78 -3.40
C -0.33 2.79 -1.02
S -1.02 2.73 0.52
N 1.01 2.58 -1.29
C 1.80 1.77 -0.70
O 1.51 0.88 0.19
C 3.24 1.78 -1.09
C 4.17 1.06 -0.35
C 5.51 1.04 -0.73
C 5.92 1.73 -1.86
C 4.99 2.46 -2.60
C 3.66 2.48 -2.22
H -3.90 4.97 -1.66
H -2.43 5.55 -2.44
H -2.40 5.12 -0.72
H -2.88 3.13 -3.01
H -2.88 2.74 -1.30
H -1.11 3.41 -4.15
H 0.35 2.63 -3.59
H -0.32 5.61 -3.28
H 0.89 4.91 -4.36
H 1.12 4.83 -2.61
H 3.86 0.53 0.54
H 6.23 0.48 -0.15
H 6.96 1.71 -2.17
H 5.31 3.00 -3.49
H 2.93 3.03 -2.79
Br 2.07 -1.89 8.27
C 2.24 -1.75 6.39
C 2.68 -0.56 5.83
C 2.79 -0.45 4.45
C 2.47 -1.53 3.64
C 2.04 -2.72 4.21
C 1.92 -2.83 5.59
N 2.51 -1.41 2.22
C 3.36 -2.20 1.59
C 3.18 -2.40 0.21
C 4.05 -3.15 -0.61
C 3.77 -3.30 -1.93
C 2.60 -2.71 -2.46
C 1.78 -2.01 -1.62
N 2.04 -1.84 -0.30
H 2.94 0.28 6.47
H 3.15 0.46 4.00
H 1.75 -3.54 3.57
H 1.57 -3.75 6.04
H 4.17 -2.71 2.12
H 4.94 -3.58 -0.17
H 4.43 -3.87 -2.58
H 2.33 -2.82 -3.50
H 0.86 -1.56 -1.97
O -0.55 -0.77 -0.16
Si -1.96 -1.24 -0.86
C -2.35 -0.22 -2.37
C -1.37 0.08 -3.32
C -1.70 0.66 -4.54
C -3.02 0.97 -4.82
C -4.01 0.71 -3.89
C -3.67 0.12 -2.67
C -3.35 -1.12 0.37
C -3.43 -0.04 1.26
C -4.47 0.06 2.17
C -5.46 -0.91 2.21
C -5.40 -1.98 1.33
C -4.36 -2.09 0.42
C -1.74 -3.01 -1.42
C -0.99 -3.91 -0.65
C -0.84 -5.23 -1.05
C -1.45 -5.68 -2.21
C -2.20 -4.81 -2.98
C -2.34 -3.48 -2.59
H -0.33 -0.15 -3.12
H -0.92 0.88 -5.26
H -3.28 1.42 -5.77
H -5.04 0.95 -4.10
H -4.46 -0.09 -1.95
H -2.67 0.74 1.22
H -4.51 0.91 2.85
H -6.27 -0.83 2.92
H -6.17 -2.75 1.36
H -4.31 -2.95 -0.24
H -0.52 -3.57 0.27
H -0.25 -5.91 -0.44
H -1.33 -6.72 -2.51
H -2.68 -5.16 -3.89
H -2.92 -2.81 -3.21
```

Output
Max |F| = 0.578 eV/Å
Frontier orbital gap (alpha / beta) = 5.819 / 6.979 eV
Energy relative to the best compared isomer or geometry (same formula, charge and spin) = 43.1 kJ/mol
2S+1 = 2